# C17H29IN5O5

A 2-piece molecular cluster, C17H29IN5O5 overall (ωB97M-V with the def2-TZVPD basis set, the Open Molecules 2025 dataset).

Geometry as XYZ:
```
57
Properties=species:S:1:pos:R:3:mulliken_charge:R:1
C -2.19 3.74 0.96 -1.228
C -3.34 2.90 0.46 -0.089
N -3.14 1.46 0.61 -0.845
N -2.19 0.84 -0.24 0.684
C -2.47 0.65 -1.56 -0.084
C -3.77 1.07 -2.18 -0.920
C -3.64 2.12 -3.26 0.172
O -4.37 2.19 -4.18 -0.412
I -2.10 3.60 -3.02 0.077
C -1.55 0.01 -2.33 -0.522
C -0.36 -0.43 -1.79 1.371
C 0.59 -1.14 -2.71 -0.306
O 1.38 -0.52 -3.36 -0.492
O 0.39 -2.46 -2.78 -0.443
C -0.09 -0.25 -0.44 0.854
C 1.21 -0.73 0.12 -0.711
C 2.36 0.26 -0.13 -0.654
N 3.64 -0.21 0.40 -0.645
C -1.04 0.39 0.34 -0.033
C -0.87 0.60 1.80 -1.513
C -0.01 1.83 2.18 -0.299
C 1.30 1.52 2.89 -0.846
O 1.07 1.52 4.28 -0.422
C 1.91 0.67 5.03 -0.775
H -1.30 3.62 0.35 0.177
H -1.97 3.55 2.00 0.214
H -2.48 4.78 0.87 0.506
H -4.23 3.11 1.05 0.464
H -3.57 3.19 -0.57 0.047
H -4.00 0.94 0.53 0.332
H -4.21 0.20 -2.67 0.501
H -4.46 1.46 -1.45 0.321
H -1.77 -0.15 -3.38 0.674
H 0.59 -2.88 -1.92 0.520
H 1.14 -0.93 1.18 0.531
H 1.48 -1.68 -0.34 0.009
H 2.47 0.41 -1.20 0.439
H 2.12 1.22 0.33 0.227
H 3.51 -0.79 1.22 0.274
H 4.12 -0.78 -0.28 0.296
H -0.42 -0.30 2.23 0.900
H -1.85 0.69 2.24 0.448
H -0.59 2.45 2.86 0.261
H 0.20 2.43 1.30 0.475
H 2.04 2.28 2.64 0.318
H 1.69 0.54 2.59 0.359
H 1.55 -0.36 5.00 0.279
H 2.94 0.71 4.68 0.339
H 1.90 1.02 6.06 0.276
C 2.52 -5.16 -1.87 0.630
O 1.84 -4.24 -1.43 -0.731
N 2.24 -6.46 -1.58 -0.417
N 3.60 -4.94 -2.66 -0.360
H 2.78 -7.23 -1.92 0.167
H 1.45 -6.64 -0.99 0.218
H 3.82 -3.99 -2.91 0.214
H 4.17 -5.68 -3.03 0.173
```

Output
Kohn-Sham gap   8.18 eV
Charge   +1
E_LUMO   -3.82 eV
Energy above the lowest of the compared OMol25 structures with the same formula, charge and spin   0.0 kJ/mol

# C4H29O14

A 12-piece molecular cluster, C4H29O14 overall (ωB97M-V with the def2-TZVPD basis set, the Open Molecules 2025 dataset).

Geometry as XYZ:
```
47
Properties=species:S:1:pos:R:3:mulliken_charge:R:1
O 2.48 0.40 0.08 -0.565
C 1.87 1.36 0.58 0.705
O 1.26 1.25 1.67 -1.013
C 1.70 2.60 -0.31 -1.100
C 0.30 2.68 -0.98 0.258
C -0.78 3.03 0.04 0.054
O -2.10 2.88 -0.50 -0.604
H 1.87 3.57 0.15 0.502
H 2.60 2.58 -0.97 0.365
H 0.38 3.30 -1.91 0.364
H 0.08 1.64 -1.40 -0.233
H -0.69 2.30 0.90 -0.316
H -0.75 4.05 0.44 0.299
H -2.52 2.04 -0.27 0.378
H 3.19 -2.34 -1.17 0.333
H 3.43 -1.59 0.15 0.341
O 3.78 -2.29 -0.41 -0.652
H -0.96 -1.31 3.47 0.351
H -2.13 -0.76 2.86 0.377
O -1.82 -1.64 3.20 -0.749
H 0.75 -1.90 -0.60 0.410
H 1.03 -1.29 -2.07 0.353
O 1.33 -1.90 -1.38 -0.535
H -1.21 1.17 3.81 0.216
H -0.30 0.96 2.47 0.519
O -1.10 0.75 2.96 -0.658
H 1.45 -0.26 2.08 0.429
H 2.33 -1.39 2.21 0.294
O 1.43 -1.15 2.55 -0.786
H -4.32 -1.16 0.43 0.337
H -3.45 -1.04 1.63 0.302
O -4.25 -1.48 1.33 -0.646
H -1.06 -2.69 -0.70 0.409
H -0.76 -2.91 -2.29 0.235
O -1.31 -2.50 -1.63 -0.603
H 0.27 -1.71 1.58 0.211
H -1.16 -2.24 1.50 0.441
O -0.39 -2.06 0.91 -0.798
H 2.11 0.45 -2.20 0.252
H 2.69 -0.77 -2.84 0.329
O 2.51 0.16 -3.03 -0.725
H -0.50 -0.63 -4.20 0.215
H 0.61 0.29 -3.63 0.281
O 0.02 -0.45 -3.42 -0.546
H -2.07 0.00 0.11 0.365
H -2.86 -0.27 -1.02 0.388
O -2.96 0.29 -0.22 -0.786
```

Output
Kohn-Sham gap   9.12 eV
Charge   -1
E_LUMO   2.66 eV
Energy above the lowest of the compared OMol25 structures with the same formula, charge and spin   68.4 kJ/mol

# C24H32BaGeO7P3

C24H32BaGeO7P3 as an isolated structure (ωB97M-V with the def2-TZVPD basis set, the Open Molecules 2025 dataset).

Geometry as XYZ:
```
68
Properties=species:S:1:pos:R:3:mulliken_charge:R:1
Ba 0.62 -2.21 -0.70 1.552
C 3.46 -3.41 2.77 -1.633
C 2.80 -2.23 2.08 1.449
O 3.14 -1.01 2.70 -0.635
P 3.16 -2.14 0.28 0.269
O 4.75 -2.18 0.20 -0.532
O 2.64 -3.49 -0.36 -0.805
O 2.62 -0.90 -0.35 -0.407
P 0.97 -2.40 1.98 0.277
O 0.53 -2.68 3.48 -0.520
O 0.68 -3.68 1.15 -0.730
O 0.37 -1.15 1.45 -0.332
H 4.54 -3.35 2.69 0.419
H 3.12 -4.35 2.32 0.321
H 3.17 -3.42 3.82 0.409
H 2.56 -0.31 2.34 0.200
H 5.04 -1.64 -0.54 0.352
H 1.69 -3.61 0.36 0.213
H -0.44 -2.70 3.54 0.402
C -3.93 3.59 -0.69 -0.373
C -3.74 2.31 -1.21 -0.727
C -2.49 1.72 -1.18 -0.548
C -1.40 2.41 -0.62 0.828
C -1.60 3.68 -0.08 -0.329
C -2.86 4.27 -0.12 -0.739
P 0.20 1.54 -0.70 0.823
C 0.94 2.39 -2.16 -0.145
C 1.05 3.77 -2.30 0.119
C 1.63 4.33 -3.43 -0.720
C 2.10 3.50 -4.45 -0.470
C 1.99 2.13 -4.34 -0.553
C 1.41 1.58 -3.20 -0.371
C 1.13 2.29 0.69 0.620
C 2.36 2.93 0.57 -0.470
C 3.04 3.39 1.69 -0.602
C 2.50 3.21 2.96 -0.482
C 1.28 2.56 3.09 -0.635
C 0.60 2.10 1.97 -0.661
H -4.91 4.05 -0.72 0.366
H -4.58 1.77 -1.64 0.464
H -2.35 0.70 -1.57 0.245
H -0.78 4.20 0.40 0.318
H -3.00 5.26 0.30 0.372
H 0.68 4.42 -1.52 0.283
H 1.70 5.40 -3.53 0.389
H 2.55 3.94 -5.34 0.358
H 2.35 1.48 -5.13 0.395
H 1.29 0.50 -3.11 0.341
H 2.81 3.06 -0.41 0.381
H 3.99 3.89 1.58 0.388
H 3.03 3.57 3.83 0.358
H 0.85 2.39 4.08 0.389
H -0.34 1.57 2.08 0.366
C -2.90 -3.90 1.34 -1.093
Ge -3.17 -3.20 -0.53 0.220
C -5.13 -2.81 -0.48 -1.379
C -3.11 -4.83 -1.67 -1.163
C -2.30 -1.65 -1.24 -0.761
H -3.50 -4.79 1.54 0.439
H -3.19 -3.12 2.06 0.297
H -1.85 -4.15 1.50 0.113
H -5.75 -3.70 -0.28 0.371
H -5.43 -2.39 -1.45 0.347
H -5.35 -2.06 0.29 0.365
H -3.86 -5.57 -1.38 0.356
H -2.12 -5.29 -1.62 0.278
H -3.28 -4.53 -2.71 0.341
H -2.00 -1.07 -0.34 0.019
```

Output
Kohn-Sham gap (spin up / spin down)   2.69 / 3.26 eV
Charge   -1
E_LUMO (spin up / spin down)   1.93 / 1.81 eV
Energy above the lowest of the compared OMol25 structures with the same formula, charge and spin   237.3 kJ/mol

# CBr2F2

One molecule with the formula CBr2F2 (ωB97M-V with the def2-TZVPD basis set, the Open Molecules 2025 dataset).

Geometry as XYZ:
```
5
Properties=species:S:1:pos:R:3:mulliken_charge:R:1
C 0.93 0.27 -0.13 0.377
F 1.19 1.27 0.63 -0.131
F 0.68 0.73 -1.30 -0.120
Br -0.14 -1.03 0.55 0.170
Br -2.66 -1.24 0.25 -0.296
```

Output
Kohn-Sham gap (spin up / spin down)   7.26 / 8.45 eV
E_LUMO (spin up / spin down)   -2.15 / -1.12 eV
Energy above the lowest of the compared OMol25 structures with the same formula, charge and spin   236.3 kJ/mol

# C14H22FNO2

One molecule with the formula C14H22FNO2 (ωB97M-V with the def2-TZVPD basis set, the Open Molecules 2025 dataset).

Geometry as XYZ:
```
40
Properties=species:S:1:pos:R:3:mulliken_charge:R:1
C 2.29 2.57 4.16 -1.158
C 3.31 1.53 3.72 -0.324
C 4.09 1.94 2.47 -0.776
C 3.25 1.88 1.20 -0.797
N 2.75 0.54 0.97 -0.044
C 2.00 0.40 -0.25 -0.631
C 1.50 -1.04 -0.39 -0.508
O 0.87 -1.32 -1.62 -0.375
C -0.39 -0.71 -1.80 -0.133
C -1.04 -1.36 -3.03 -0.771
O -2.31 -0.83 -3.31 -0.436
C -3.39 -1.22 -2.57 0.556
C -3.38 -2.18 -1.56 -0.172
C -4.55 -2.50 -0.90 -0.761
C -5.72 -1.86 -1.24 0.283
F -6.86 -2.18 -0.59 -0.330
C -5.76 -0.91 -2.24 -0.462
C -4.59 -0.59 -2.90 -0.465
H 1.53 2.71 3.40 0.298
H 2.78 3.53 4.34 0.288
H 1.80 2.26 5.07 0.352
H 2.80 0.58 3.51 0.272
H 4.02 1.36 4.53 0.329
H 4.47 2.96 2.60 0.368
H 4.95 1.27 2.35 0.308
H 3.86 2.25 0.35 0.382
H 2.39 2.54 1.29 0.400
H 3.54 -0.11 0.96 0.221
H 2.58 0.67 -1.16 0.261
H 1.14 1.09 -0.19 0.317
H 0.83 -1.27 0.45 0.322
H 2.35 -1.72 -0.36 0.323
H -1.01 -0.86 -0.91 0.346
H -0.29 0.37 -1.97 0.249
H -1.07 -2.44 -2.90 0.379
H -0.43 -1.13 -3.91 0.308
H -2.47 -2.69 -1.28 0.348
H -4.55 -3.25 -0.12 0.415
H -6.69 -0.42 -2.49 0.413
H -4.58 0.15 -3.68 0.404
```

Output
Kohn-Sham gap   9.34 eV
E_LUMO   0.85 eV
Energy above the lowest of the compared OMol25 structures with the same formula, charge and spin   8.5 kJ/mol
SMILES string   CCCCNCCOCCOc1ccc(F)cc1

# C3H4N2O

One molecule with the formula C3H4N2O (ωB97M-V with the def2-TZVPD basis set, the Open Molecules 2025 dataset).

Geometry as XYZ:
```
10
Properties=species:S:1:pos:R:3:mulliken_charge:R:1
O -2.03 0.21 0.25 -0.539
C -0.72 0.08 -0.09 0.388
C 0.35 0.92 0.08 -0.422
C 1.46 0.07 -0.08 -0.328
N 1.12 -1.16 -0.43 -0.754
N -0.23 -1.13 -0.45 0.281
H -2.00 0.65 1.12 0.344
H 0.32 2.00 0.20 0.362
H 2.50 0.30 0.11 0.426
H -0.77 -1.94 -0.72 0.241
```

Output
Kohn-Sham gap   9.65 eV
E_LUMO   0.65 eV
Energy above the lowest of the compared OMol25 structures with the same formula, charge and spin   128.9 kJ/mol
SMILES string   Oc1ccn[nH]1

| no. | DFT total energy (Eh) | F_max (eV Å⁻¹) |
| --- | --- | --- |
| 1 | -1612.63044 | 0.7 |
| 2 | -1223.26427 | 2.3 |
| 3 | -4586.94263 | 11.8 |
| 4 | -5385.75182 | 2.3 |
| 5 | -851.72454 | 0.6 |
| 6 | -301.43812 | 0.5 |